192
Properties=species:S:1:pos:R:3:lowdin_charge:R:1 method="wB97M-V/def2-TZVPD" e_tot_ev=-129262.51161 e_above_lowest_kcal_mol=150.5 charge=0 spin_multiplicity=1 orbital_gap_ev=9.55 homo_ev=-9.404 smiles="CCOC(=O)C(F)(F)F.CCOC(=O)C(F)(F)F.C[C@H]1COC(=O)O1.C[C@H]1COC(=O)O1.COCCOCCOC.COCCOCCOC.COCCOCCOC.COCCOCCOC.COCCOCCOC.COCCOCCOC"
C -0.8681 -1.4442 0.6481 -0.06
C 0.2648 -1.2422 -0.3113 -0.23
O 0.0487 -2.1567 -1.3482 0.01
C 0.8929 -3.2037 -1.6426 -0.32
O 2.0180 -3.4103 -1.1744 0.15
C 0.3011 -4.0886 -2.6427 -0.56
F 1.0805 -4.3777 -3.6383 0.21
F 0.0463 -5.2898 -2.0651 0.15
F -0.8741 -3.5826 -3.1418 0.14
H -1.8672 -1.3697 0.2187 0.09
H -0.7744 -0.7498 1.4831 0.08
H -0.8060 -2.4405 1.0860 0.08
H 1.2446 -1.1798 0.1623 0.13
H 0.1997 -0.2900 -0.8378 0.13
C -8.1436 -4.1666 -5.5062 -0.07
C -7.7464 -5.4731 -6.1057 -0.25
O -6.6419 -5.2913 -6.9340 0.05
C -6.0611 -6.3745 -7.4292 -0.38
O -6.4569 -7.5022 -7.2989 0.17
C -4.7151 -6.1220 -8.1133 -0.52
F -4.4220 -4.8125 -8.1350 0.16
F -3.7544 -6.7475 -7.4887 0.20
F -4.7070 -6.6493 -9.4063 0.12
H -8.9914 -4.3999 -4.8621 0.09
H -8.5162 -3.5102 -6.2925 0.08
H -7.3686 -3.5999 -4.9901 0.09
H -8.6335 -5.8860 -6.5859 0.14
H -7.5167 -6.0926 -5.2387 0.13
C 5.5334 -9.7778 -3.0388 -0.01
C 6.0006 -9.2106 -4.4626 -0.25
C 6.9576 -7.9857 -4.3219 -0.11
O 8.1141 -8.3385 -5.0556 0.05
C 8.0896 -9.6935 -5.2758 -0.54
O 8.9755 -10.3879 -5.7367 0.14
O 6.8887 -10.1548 -4.9955 0.08
H 5.2298 -10.8245 -3.0528 0.07
H 4.6794 -9.2544 -2.6088 0.07
H 6.3531 -9.7429 -2.3211 0.08
H 5.2035 -8.9929 -5.1734 0.15
H 7.2560 -7.6417 -3.3316 0.13
H 6.5481 -7.1223 -4.8463 0.13
C 4.4186 4.7114 -2.0769 -0.01
C 3.5313 5.9662 -1.8979 -0.30
C 3.2577 6.8534 -3.1816 -0.09
O 1.8703 7.0424 -3.1040 0.06
C 1.3241 6.1536 -2.2146 -0.56
O 0.1410 5.9166 -2.1622 0.14
O 2.2445 5.5703 -1.4938 0.10
H 4.0559 4.0522 -2.8656 0.09
H 4.4888 4.2058 -1.1139 0.08
H 5.3751 5.0796 -2.4480 0.08
H 3.9256 6.6278 -1.1267 0.15
H 3.6282 6.4151 -4.1083 0.13
H 3.7714 7.7867 -2.9513 0.13
C -2.6316 0.9507 -7.8586 -0.08
O -1.2519 1.4324 -7.9680 -0.19
C -0.5203 1.5894 -6.7473 -0.20
C 1.0324 1.5405 -6.8032 -0.17
O 1.4920 0.3783 -7.4919 -0.13
C 2.8388 -0.0311 -7.2561 -0.20
C 3.9541 0.7704 -7.8896 -0.19
O 3.8761 2.1976 -7.7333 -0.21
C 4.7228 2.9546 -8.6600 -0.08
H -3.2491 1.5454 -7.1855 0.08
H -2.5973 -0.0151 -7.3545 0.08
H -3.1063 0.8813 -8.8373 0.08
H -0.7908 0.8578 -5.9859 0.11
H -0.7832 2.5430 -6.2895 0.12
H 1.3652 1.4146 -5.7729 0.12
H 1.3988 2.4792 -7.2190 0.11
H 2.8940 -1.0903 -7.5077 0.13
H 2.9840 -0.1598 -6.1836 0.11
H 3.8172 0.6465 -8.9638 0.12
H 4.9145 0.4096 -7.5213 0.13
H 4.5921 3.9948 -8.3618 0.08
H 4.2944 2.9135 -9.6615 0.08
H 5.7809 2.6932 -8.6706 0.08
C -1.5877 -10.1784 2.4797 -0.11
O -1.3663 -11.1176 3.5521 -0.17
C -2.5759 -11.7660 3.9813 -0.17
C -3.6645 -10.7983 4.6157 -0.17
O -4.1524 -9.8813 3.6364 -0.19
C -4.9659 -8.8659 4.2045 -0.16
C -5.5340 -7.8046 3.1330 -0.12
O -4.4171 -7.1653 2.4043 -0.21
C -3.9023 -7.8095 1.2363 -0.11
H -0.6021 -9.7787 2.2408 0.09
H -2.2228 -9.3159 2.6814 0.05
H -2.0857 -10.5247 1.5740 0.09
H -2.3493 -12.5154 4.7397 0.12
H -3.0150 -12.3084 3.1439 0.12
H -3.1508 -10.2499 5.4053 0.12
H -4.4075 -11.4028 5.1360 0.12
H -4.3688 -8.2864 4.9085 0.12
H -5.8154 -9.3134 4.7204 0.12
H -5.9146 -6.9390 3.6753 0.11
H -6.3348 -8.1528 2.4806 0.11
H -4.4482 -7.5029 0.3440 0.09
H -3.8645 -8.8795 1.4402 0.06
H -2.8450 -7.5846 1.0962 0.08
C -2.6734 2.1618 7.7910 -0.07
O -2.9889 0.9324 8.4634 -0.20
C -3.0859 -0.2578 7.7354 -0.21
C -1.9644 -1.2523 8.0983 -0.14
O -0.6889 -0.5534 7.8369 -0.14
C 0.3405 -1.4973 7.6619 -0.21
C 1.6616 -0.8775 7.2322 -0.22
O 1.5530 -0.0229 6.1222 -0.18
C 2.7949 0.4961 5.7165 -0.11
H -1.9897 1.9772 6.9624 0.09
H -2.2539 2.8966 8.4781 0.08
H -3.6456 2.5858 7.5393 0.08
H -2.9213 0.0035 6.6901 0.12
H -4.0896 -0.6735 7.8245 0.12
H -1.9430 -2.1201 7.4392 0.11
H -2.1054 -1.6073 9.1192 0.12
H 0.0993 -2.1812 6.8482 0.12
H 0.3741 -2.0084 8.6241 0.13
H 2.3563 -1.6900 7.0191 0.12
H 2.1148 -0.3402 8.0653 0.12
H 3.2074 -0.2411 5.0278 0.09
H 3.5113 0.6117 6.5299 0.08
H 2.5919 1.4691 5.2690 0.09
C 0.9789 7.3110 5.6851 -0.12
O -0.0647 8.1076 5.1809 -0.19
C -0.2877 7.8853 3.7954 -0.21
C -1.1290 8.9926 3.2730 -0.17
O -0.6876 10.3103 3.6831 -0.13
C -1.5453 11.4085 3.3585 -0.17
C -1.7282 11.7048 1.8441 -0.20
O -0.4126 11.9699 1.3915 -0.16
C -0.3412 11.9757 0.0517 -0.18
H 1.9662 7.5108 5.2686 0.09
H 0.6613 6.2686 5.6618 0.09
H 1.0910 7.6015 6.7297 0.09
H -0.7188 6.8864 3.7271 0.13
H 0.7234 8.0082 3.4072 0.12
H -2.1410 8.7288 3.5803 0.13
H -0.9818 9.0603 2.1951 0.13
H -1.1502 12.2951 3.8544 0.13
H -2.5632 11.2050 3.6913 0.12
H -2.2961 12.6350 1.8251 0.12
H -2.2917 10.9287 1.3260 0.12
H 0.7216 11.8676 -0.1646 0.10
H -0.8002 12.8675 -0.3751 0.09
H -0.8448 11.1781 -0.4945 0.09
C -9.5665 2.2125 2.5671 -0.11
O -10.6283 3.0854 2.9550 -0.19
C -10.6680 3.3607 4.3535 -0.17
C -11.5743 4.6380 4.3161 -0.22
O -10.9213 5.7963 3.8916 -0.12
C -11.6476 6.9816 4.1647 -0.16
C -12.9801 7.1833 3.3405 -0.22
O -13.9666 6.3005 3.7144 -0.21
C -15.1946 6.4044 3.0157 -0.09
H -9.6659 1.1843 2.9152 0.08
H -8.6403 2.6028 2.9887 0.08
H -9.4582 2.1454 1.4846 0.08
H -9.7199 3.6611 4.7995 0.12
H -11.0909 2.5292 4.9173 0.12
H -11.9296 4.7818 5.3365 0.12
H -12.5254 4.4278 3.8270 0.12
H -11.0003 7.7971 3.8421 0.12
H -11.8508 6.9948 5.2355 0.12
H -12.7765 7.0218 2.2819 0.13
H -13.2164 8.2416 3.4512 0.12
H -15.5466 7.4284 2.8905 0.09
H -15.9460 5.8043 3.5289 0.09
H -14.9915 5.9898 2.0283 0.09
C 12.2363 -1.3846 -3.2289 -0.11
O 11.1727 -0.5791 -2.7378 -0.19
C 10.8289 -0.7932 -1.3436 -0.15
C 12.0068 -1.0577 -0.3182 -0.21
O 12.9714 -0.0527 -0.4957 -0.15
C 14.2229 -0.2050 0.2200 -0.16
C 15.4065 0.5100 -0.4527 -0.14
O 15.2005 1.9780 -0.4528 -0.18
C 16.2660 2.7408 -0.8792 -0.16
H 12.0101 -2.4495 -3.1732 0.09
H 13.1694 -1.0163 -2.8024 0.08
H 12.3980 -1.1030 -4.2694 0.09
H 10.0896 -1.5920 -1.2859 0.11
H 10.3127 0.1075 -1.0114 0.12
H 12.4626 -2.0324 -0.4918 0.11
H 11.6152 -1.0873 0.6986 0.12
H 14.4865 -1.2582 0.3176 0.12
H 14.1517 0.1952 1.2314 0.13
H 15.5051 0.3000 -1.5177 0.12
H 16.3040 0.1337 0.0381 0.12
H 16.0188 3.7613 -0.5867 0.09
H 16.5482 2.6866 -1.9306 0.09
H 17.1782 2.5511 -0.3134 0.08